A 8-piece molecular cluster, C24H72O32P8 overall in a non-equilibrium geometry. Source: the Open Molecules 2025 dataset; level of theory: ωB97M-V/def2-TZVPD.

The geometry in ORCA input format:
```
! wB97M-V def2-TZVPD RIJCOSX def2/J DEFGRID3
* xyz 0 1
C 7.13136 0.70391 1.26846
O 8.46312 1.18286 1.17056
P 8.81106 2.72093 1.74696
O 7.72940 3.70589 1.71036
O 9.31795 2.44216 3.25820
C 8.57299 1.76397 4.22242
O 10.20683 3.07795 0.92996
C 10.76633 4.35716 1.08953
H 7.12076 -0.38476 1.32112
H 6.57453 0.88695 0.34947
H 6.60373 1.09275 2.13939
H 8.77971 0.69377 4.21699
H 7.49111 1.89676 4.22118
H 8.87465 2.15628 5.19360
H 11.22026 4.56099 2.05932
H 10.11716 5.18601 0.80722
H 11.58224 4.48676 0.37847
C -6.68607 1.33824 0.76013
O -5.93255 2.36501 0.13079
P -4.51812 2.90975 0.67324
O -3.91181 2.02049 1.64124
O -4.94389 4.39325 1.27502
C -5.38350 4.65299 2.51595
O -3.64864 3.23484 -0.64599
C -4.35549 3.90627 -1.68820
H -6.14259 0.82356 1.55249
H -6.84176 0.61067 -0.03643
H -7.67897 1.61227 1.11672
H -4.59449 5.13095 3.09657
H -5.64767 3.77518 3.10566
H -6.15211 5.42425 2.46597
H -5.23413 4.41932 -1.29721
H -4.66263 3.10595 -2.36144
H -3.72583 4.54853 -2.30393
C 2.28521 -4.44796 -1.10843
O 2.32689 -4.24384 -2.49342
P 1.25715 -5.06161 -3.45206
O -0.19101 -4.83559 -3.15106
O 1.69488 -4.65498 -4.96274
C 3.04148 -4.80555 -5.38370
O 1.66697 -6.60642 -3.20994
C 0.84930 -7.59762 -3.75553
H 2.38990 -3.57722 -0.46117
H 3.14302 -5.05436 -0.81768
H 1.40618 -4.97961 -0.74406
H 3.84851 -4.43659 -4.75071
H 3.13361 -4.23814 -6.30980
H 3.26743 -5.85973 -5.54411
H -0.13633 -7.26587 -4.08199
H 0.65348 -8.29936 -2.94478
H 1.31801 -8.14979 -4.57010
C 0.93781 1.22374 4.18122
O 2.25491 0.99127 4.64281
P 3.47156 1.99089 4.36004
O 4.86872 1.41084 4.58832
O 3.20798 2.49336 2.83511
C 3.78613 3.72432 2.40375
O 3.15001 3.27363 5.28483
C 3.20886 3.12285 6.73675
H 0.23625 1.16433 5.01331
H 0.54089 0.54382 3.42739
H 0.79604 2.25927 3.87189
H 3.84347 4.43646 3.22696
H 3.19101 4.22802 1.64203
H 4.74226 3.57214 1.90301
H 2.19607 2.94522 7.09840
H 3.61053 3.98235 7.27343
H 3.82745 2.27822 7.04015
C -3.08544 -1.07556 2.74574
O -1.84431 -1.81846 2.71679
P -1.04894 -2.15415 4.06319
O -1.20302 -1.18483 5.19162
O -1.43732 -3.75956 4.37183
C -2.73406 -4.13998 4.72448
O 0.50912 -2.30303 3.62810
C 1.01460 -3.26075 2.75461
H -3.90918 -1.68279 3.12102
H -3.32479 -0.67406 1.76105
H -2.89389 -0.25424 3.43628
H -3.22531 -3.28669 5.19210
H -2.75720 -4.95258 5.45059
H -3.32395 -4.34887 3.83201
H 2.09744 -3.35589 2.83525
H 0.79777 -2.91527 1.74380
H 0.62145 -4.27080 2.87011
C -7.18819 -1.06858 -3.58174
O -5.90187 -0.66420 -3.11756
P -5.00976 -1.74309 -2.36493
O -4.94202 -3.06059 -3.06020
O -3.54392 -0.99214 -2.25639
C -3.40140 0.15325 -1.41424
O -5.53799 -1.54961 -0.84687
C -6.49799 -2.44883 -0.29456
H -7.79127 -1.43633 -2.75159
H -7.14400 -1.90598 -4.27810
H -7.75481 -0.26934 -4.05951
H -2.66572 0.81880 -1.86581
H -3.05348 -0.04231 -0.39994
H -4.28440 0.79219 -1.40114
H -6.23787 -3.49961 -0.42223
H -7.49149 -2.21743 -0.67865
H -6.47960 -2.20170 0.76690
C -0.13061 -1.90884 -1.08234
O -0.22072 -0.94812 -0.05899
P 0.91401 0.16458 0.01548
O 1.20811 0.84508 -1.24264
O 0.35010 1.05056 1.21583
C -0.94879 1.65992 1.18015
O 2.16282 -0.63922 0.66434
C 3.41807 -0.04303 0.50586
H 0.78621 -1.86310 -1.67009
H -0.94345 -1.71919 -1.78337
H -0.30353 -2.88458 -0.62832
H -1.11523 2.48779 1.86938
H -1.65654 0.87774 1.45471
H -1.12352 1.98001 0.15296
H 4.06325 -0.45958 1.27938
H 3.38808 1.04519 0.56052
H 3.89425 -0.31688 -0.43560
C 0.24606 0.47178 -4.19710
O -0.23155 1.07391 -5.31380
P -1.79509 1.43342 -5.36108
O -2.28659 2.33466 -4.28058
O -1.91591 2.02412 -6.82880
C -1.78631 3.38751 -7.12540
O -2.60590 0.01763 -5.56091
C -4.05126 0.03317 -5.49069
H 0.54326 -0.52921 -4.50982
H -0.44303 0.34390 -3.36229
H 1.07708 1.03150 -3.76791
H -2.46773 4.05613 -6.59936
H -2.22702 3.51467 -8.11419
H -0.76737 3.77448 -7.13619
H -4.40113 0.39508 -6.45750
H -4.56271 0.69777 -4.79440
H -4.52235 -0.94370 -5.38161
*
```

The electronic energy is -6096.79657 a.u. The HOMO energy is -0.3715 hartree. Its structure (SMILES) is COP(=O)(OC)OC.COP(=O)(OC)OC.COP(=O)(OC)OC.COP(=O)(OC)OC.COP(=O)(OC)OC.COP(=O)(OC)OC.COP(=O)(OC)OC.COP(=O)(OC)OC. The max |F| is 5.23 eV/A. The calculation puts the energy above the lowest of the compared OMol25 structures with the same formula, charge and spin at 67.8 kcal per mole.

Atomic partial charges in e from the Mulliken method, atoms 1 to 6:
1 C -0.403
2 O -0.388
3 P 1.025
4 O -0.618
5 O -0.336
6 C -0.451